Molecular formula: C27H27InN3O7P2
Method: DFT, the ωB97M-V functional and the def2-TZVPD basis

Positions of all 67 atoms, in Å:
1 C -2.19400 2.44087 -3.44930
2 C -1.82678 1.12055 -3.19029
3 C -0.49833 0.72026 -3.56195
4 C 0.54596 1.72822 -3.66034
5 C 0.14586 3.09255 -3.63033
6 C -1.20193 3.42064 -3.62984
7 C 1.88455 1.29329 -3.67390
8 C 2.17613 -0.07096 -3.46328
9 C 1.06580 -0.99513 -3.42244
10 C 1.28859 -2.30397 -2.86477
11 C 2.58761 -2.80045 -2.83534
12 C 3.68227 -1.92713 -2.98572
13 C 3.48075 -0.57304 -3.19419
14 H -3.24858 2.71993 -3.47321
15 H 0.93171 3.85102 -3.60388
16 H -1.50596 4.45712 -3.73459
17 H 2.69492 2.02859 -3.78594
18 H 2.76439 -3.84506 -2.60388
19 H 4.68649 -2.32016 -2.87593
20 H 4.28693 0.15433 -3.10405
21 N -0.20007 -0.58913 -3.68536
22 In 0.12698 -0.06665 1.42199
23 C -2.69845 0.15022 -2.41817
24 H -2.50500 -0.85191 -2.82212
25 H -3.77108 0.40838 -2.49043
26 C 0.11816 -3.03253 -2.21373
27 H -0.80349 -2.63808 -2.66482
28 H 0.23280 -4.10754 -2.41532
29 P -2.20320 0.06786 -0.59334
30 P -0.11098 -2.88069 -0.38075
31 C 1.27227 -3.68803 0.43253
32 H 1.38487 -3.34015 1.47070
33 H 1.08158 -4.77034 0.42236
34 H 2.19318 -3.45816 -0.11885
35 C -1.63193 -3.70628 0.11355
36 H -1.41739 -4.77991 0.18648
37 H -2.00526 -3.36162 1.08574
38 H -2.41463 -3.55172 -0.63852
39 C -2.49242 1.81642 -0.11470
40 H -3.22988 2.26536 -0.79152
41 H -2.86587 1.84710 0.91710
42 H -1.55647 2.39008 -0.15949
43 C -3.74561 -0.63918 0.12133
44 H -3.76151 -0.45193 1.20209
45 H -4.61073 -0.15630 -0.35013
46 H -3.79270 -1.72067 -0.04932
47 C -0.41702 -1.08511 3.31070
48 O -0.90246 -1.86760 4.00374
49 H -0.04666 -1.38238 0.09636
50 O 0.33618 3.97695 1.27093
51 C 0.79723 2.86196 1.49044
52 O 0.85472 1.84193 0.63442
53 C 1.28659 2.46977 2.89315
54 C 2.03441 1.27654 3.09248
55 C 1.85636 0.56973 4.30296
56 C 1.31014 1.20808 5.42760
57 C 0.69235 2.45602 5.26493
58 C 0.63927 3.05780 3.98063
59 N 0.06083 3.04431 6.40425
60 O 0.13280 2.43004 7.49474
61 O -0.52400 4.14091 6.29571
62 N 1.84751 -0.88111 4.29990
63 O 1.62821 -1.46155 3.15518
64 O 2.03769 -1.53861 5.32893
65 H 2.72834 0.89118 2.33631
66 H 1.25560 0.69049 6.37630
67 H 0.05237 3.95462 3.81615

Output
HOMO energy = -10.0 eV
total charge = +1

---

Molecular formula: C27H27N3O3S2
Method: DFT, the ωB97M-V functional and the def2-TZVPD basis

Positions of all 62 atoms, in Å:
1 O 3.27370 1.99123 -0.10172
2 C 2.39819 1.63649 -0.86920
3 N 1.44352 2.43504 -1.36574
4 C 1.25333 3.78739 -0.90465
5 C 0.04856 3.89907 0.05503
6 C 0.29373 3.16571 1.37623
7 C 1.05723 4.21630 2.18461
8 C 0.56832 5.54624 1.58561
9 O -0.18152 5.24309 0.41641
10 C 2.24872 0.17489 -1.32329
11 C 3.53086 -0.57553 -1.26015
12 C 3.85061 -1.69829 -1.96456
13 C 5.13094 -2.19768 -1.65069
14 C 5.75878 -1.44326 -0.71330
15 S 4.81650 -0.10038 -0.20534
16 N 1.21668 -0.42213 -0.45902
17 C 1.64739 -0.88144 0.84111
18 C 2.16162 -2.28797 0.80295
19 C 1.79109 -3.30281 -0.02379
20 C 2.50543 -4.49802 0.21689
21 C 3.40416 -4.37377 1.22396
22 S 3.40371 -2.79249 1.89810
23 C -0.07071 -0.32651 -0.86864
24 O -0.36513 0.34471 -1.86684
25 C -1.13742 -1.01776 -0.15466
26 C -1.25290 -2.02370 0.79649
27 C -2.61328 -2.26865 0.98001
28 C -3.32205 -1.42250 0.13507
29 C -4.75326 -1.29870 -0.06833
30 C -5.64535 -1.82068 0.87084
31 C -7.00916 -1.71801 0.68078
32 C -7.51246 -1.09178 -0.44800
33 C -6.63874 -0.57017 -1.38741
34 C -5.27334 -0.67156 -1.20276
35 N -2.40746 -0.68801 -0.53741
36 H 0.68278 1.99362 -1.87672
37 H 1.08135 4.44671 -1.75971
38 H 2.16877 4.09264 -0.39446
39 H -0.84967 3.54691 -0.46484
40 H -0.66040 2.92976 1.84890
41 H 0.86036 2.24763 1.24378
42 H 2.12988 4.09617 2.03793
43 H 0.84603 4.15085 3.24945
44 H -0.09950 6.08610 2.26366
45 H 1.40510 6.20528 1.32652
46 H 1.84844 0.14472 -2.34363
47 H 3.18709 -2.15517 -2.67739
48 H 5.55483 -3.07619 -2.10308
49 H 6.73608 -1.58700 -0.29741
50 H 2.44548 -0.21691 1.19243
51 H 0.80933 -0.78987 1.54048
52 H 1.04064 -3.19969 -0.78696
53 H 2.35122 -5.40563 -0.33826
54 H 4.07166 -5.11229 1.62037
55 H -0.46167 -2.55854 1.28078
56 H -3.03011 -3.00251 1.64034
57 H -5.26142 -2.29999 1.75785
58 H -7.68509 -2.12670 1.41750
59 H -8.57897 -1.01227 -0.59564
60 H -7.02404 -0.08446 -2.27199
61 H -4.60984 -0.27574 -1.95787
62 H -2.57862 0.01420 -1.24067

Output
HOMO energy = -8.1 eV
SMILES = O=C(NC[C@H]1CCCO1)[C@@H](c1cccs1)N(Cc1cccs1)C(=O)c1ccc(-c2ccccc2)[nH]1

---

Molecular formula: C27H27N3O6
Method: DFT, the ωB97M-V functional and the def2-TZVPD basis

Positions of all 63 atoms, in Å:
1 C -8.26684 -1.41643 -2.92411
2 O -6.97233 -1.09553 -2.48802
3 C -6.94534 -0.02917 -1.56717
4 C -5.52425 0.26931 -1.22179
5 C -5.08266 0.48196 0.01409
6 C -3.70043 0.82463 0.33604
7 C -2.96566 1.62645 -0.48140
8 C -1.60976 1.98656 -0.20449
9 C -0.83119 2.69407 -1.07545
10 C 0.55191 2.94974 -0.84407
11 O 1.32098 3.39524 -1.68044
12 C 1.10222 2.66672 0.57451
13 C 1.31672 4.00715 1.28042
14 O 2.39553 2.05506 0.42668
15 C 2.33897 0.79200 0.02282
16 O 1.30405 0.18488 -0.12681
17 C 3.69736 0.23304 -0.22635
18 C 4.80765 1.09053 -0.44156
19 N 6.00529 0.62701 -0.65767
20 C 6.15998 -0.71484 -0.68598
21 C 7.43287 -1.27285 -0.91256
22 C 7.57923 -2.63191 -0.95296
23 C 6.47452 -3.48353 -0.77108
24 C 5.22687 -2.97411 -0.54409
25 C 5.04204 -1.57700 -0.49392
26 N 3.81744 -1.07174 -0.25834
27 C 0.26139 1.76466 1.48073
28 O 0.72210 1.34891 2.52519
29 C -1.10851 1.49622 1.05134
30 C -1.88647 0.68824 1.82419
31 N -3.14936 0.34126 1.51060
32 C -3.80372 -0.69470 2.28403
33 C -3.78140 -2.03733 1.54810
34 C -2.36114 -2.51588 1.25117
35 C -2.37788 -3.92888 0.66245
36 O -2.90199 -4.88219 1.55705
37 H -8.16152 -2.24585 -3.61977
38 H -8.90642 -1.72132 -2.08618
39 H -8.73812 -0.56718 -3.43506
40 H -7.52923 -0.28037 -0.66698
41 H -7.40228 0.86861 -2.02330
42 H -4.84956 0.26978 -2.06482
43 H -5.77893 0.42519 0.84021
44 H -3.42021 2.00848 -1.38121
45 H -1.22281 2.99437 -2.03555
46 H 1.97870 4.62087 0.67455
47 H 1.76771 3.83345 2.25472
48 H 0.36230 4.51400 1.40317
49 H 4.68297 2.16369 -0.43607
50 H 8.26632 -0.60255 -1.05309
51 H 8.55260 -3.06606 -1.12803
52 H 6.62424 -4.55241 -0.81214
53 H 4.36433 -3.60583 -0.40177
54 H -1.47523 0.29520 2.74295
55 H -3.27160 -0.78672 3.23332
56 H -4.83385 -0.40484 2.50368
57 H -4.28421 -2.78301 2.16655
58 H -4.33518 -1.95055 0.61141
59 H -1.77193 -2.52251 2.17287
60 H -1.86671 -1.84968 0.54284
61 H -3.03095 -3.96218 -0.21250
62 H -1.36277 -4.20746 0.35018
63 H -2.32339 -4.93332 2.32633

Output
HOMO energy = -7.6 eV
SMILES = COC/C=C/C1=CC2=CC(=O)[C@](C)(OC(=O)c3cnc4ccccc4n3)C(=O)C2=CN1CCCCO

---

Molecular formula: C27H28CaCl3N6O10S2
Method: DFT, the ωB97M-V functional and the def2-TZVPD basis

Positions of all 77 atoms, in Å:
1 Ca 0.00363 -1.65296 0.45219
2 O -1.93439 -3.73506 -1.92320
3 C -0.83668 -3.31195 -1.56148
4 O -0.16716 -3.71652 -0.53608
5 C -0.19171 -2.09576 -2.30440
6 O 0.47998 -2.27686 -3.31224
7 O -0.41764 -0.96546 -1.71792
8 S 7.91465 -0.73473 1.60638
9 N 6.93643 -1.94462 2.04523
10 C 5.75331 -1.69165 1.51002
11 C 4.56948 -2.52153 1.63935
12 C 4.55721 -3.73202 2.33089
13 C 3.38894 -4.45767 2.37860
14 C 2.25852 -3.94566 1.74224
15 N 2.25686 -2.79209 1.10070
16 C 3.38712 -2.08288 1.03696
17 C 3.35043 -0.81931 0.27185
18 N 2.17884 -0.45739 -0.25725
19 C 2.12045 0.62178 -1.01989
20 C 3.22734 1.43325 -1.26395
21 C 4.42983 1.10070 -0.68425
22 C 4.50492 -0.05264 0.09559
23 C 5.72364 -0.49077 0.74879
24 N 6.88471 0.14221 0.72158
25 H 5.46384 -4.08027 2.80819
26 H 3.33416 -5.40488 2.89621
27 H 1.31834 -4.48528 1.73799
28 H 1.15065 0.81406 -1.46684
29 H 3.12816 2.30347 -1.89763
30 H 5.31793 1.70206 -0.82845
31 C -3.09219 -4.06976 1.49516
32 S -3.43249 -2.60417 0.53004
33 C -4.63640 -1.83673 1.61118
34 O -2.21762 -1.73896 0.74648
35 H -4.00120 -4.66739 1.57159
36 H -2.73626 -3.74959 2.47484
37 H -2.31999 -4.61165 0.94955
38 H -5.50039 -2.49460 1.71221
39 H -4.92664 -0.90554 1.13086
40 H -4.16284 -1.64385 2.57378
41 Cl 1.50213 2.03850 2.27181
42 C 2.33299 1.61822 3.77185
43 Cl 3.81884 0.68131 3.49302
44 H 1.66243 1.00952 4.36742
45 H 2.62285 2.53713 4.26587
46 O -0.11521 -0.40496 4.91029
47 Cl -0.68116 -0.85174 3.66672
48 O -1.48857 -2.01792 3.87612
49 O -1.43363 0.19652 3.04350
50 O 0.44201 -1.21375 2.76508
51 C -2.77541 5.85249 -1.28184
52 C -2.17791 5.20649 -2.52398
53 N -2.13664 3.75151 -2.45361
54 C -0.84877 3.11728 -2.19340
55 C -0.26773 3.46881 -0.83363
56 C -3.30384 3.08538 -2.66826
57 O -4.35623 3.68248 -2.84610
58 C -3.27311 1.58670 -2.61594
59 C -2.77013 0.83826 -3.67646
60 C -2.75750 -0.53698 -3.57177
61 C -3.26615 -1.12182 -2.41899
62 N -3.78047 -0.41710 -1.41601
63 C -3.77727 0.90904 -1.51695
64 H -2.77283 6.93935 -1.38535
65 H -2.21026 5.59101 -0.38676
66 H -3.80459 5.52164 -1.15189
67 H -1.15380 5.55043 -2.68394
68 H -2.76855 5.48578 -3.39767
69 H -0.15156 3.41436 -2.98548
70 H -0.97449 2.04189 -2.26712
71 H -0.11480 4.54393 -0.72263
72 H 0.70172 2.98441 -0.70937
73 H -0.92073 3.12748 -0.02906
74 H -2.36292 1.33352 -4.55087
75 H -2.31965 -1.16116 -4.33816
76 H -3.23291 -2.19877 -2.28975
77 H -4.15192 1.46341 -0.66154

Output
HOMO energy = -5.1 eV
total charge = -1

---

The following gap between HOMO and LUMO values (in eV) correspond, in order, to the records above: 4.90, 8.45, 7.25, 6.24.
The following max |F| values (in eV/Å) correspond, in order, to the records above: 5.6, 0.8, 0.8, 0.5.
The following LUMO level values (in eV) correspond, in order, to the records above: -5.12, 0.37, -0.37, 1.19.